1.
Molecular formula: C2H8N2
Method: DFT, ωB97M-V/def2-TZVPD

Summary:
* E_LUMO: 0.0440 hartree
* highest occupied orbital energy: -0.3318 Eh
* frontier orbital gap: 10.226 eV
* spin multiplicity: 1
* molar mass: 60.10 Da
* net charge: 0

Bonds (Å) are listed after each position.
Element x y z (Å)
1 N 0.26202 -0.19773 -1.37320  C2 1.486, H5 0.955, H6 1.014
2 C -0.86758 0.06013 -0.44331  N1 1.486, C3 1.576, H7 1.084, H8 1.118
3 C -0.22268 0.41374 0.94999  C2 1.576, N4 1.503, H9 1.077, H10 1.131
4 N 0.97747 -0.44492 1.23664  C3 1.503, H11 1.061, H12 1.056
5 H 0.13999 0.01431 -2.29612  N1 0.955
6 H 0.78941 -1.04817 -1.53437  N1 1.014
7 H -1.53895 -0.79090 -0.41366  C2 1.084
8 H -1.56014 0.85504 -0.81542  C2 1.118
9 H -0.03732 1.44883 1.18075  C3 1.077
10 H -1.13536 0.17148 1.57300  C3 1.131
11 H 1.83466 -0.00603 1.68307  N4 1.061
12 H 1.35847 -0.47578 0.25263  N4 1.056

---

2.
Molecular formula: C5H9NO2S
Method: DFT, ωB97M-V/def2-TZVPD

Summary:
* E_LUMO: 0.0178 hartree
* highest occupied orbital energy: -0.3303 Eh
* frontier orbital gap: 9.473 eV
* spin multiplicity: 1
* molar mass: 147.20 Da
* net charge: 0

Bonds (Å) are listed after each position.
Element x y z (Å)
1 H -2.29497 0.58678 1.84125  N2 0.968
2 N -2.39571 1.11480 1.03653  H1 0.968, C3 1.222
3 C -1.85080 0.79512 -0.01007  N2 1.222, C4 1.481, S5 2.186
4 C -1.58216 1.45278 -1.30984  C3 1.481, H11 1.056, H12 1.061, H13 1.144
5 S -1.10837 -1.25092 -0.21365  C3 2.186, O6 1.409, O7 1.481, C8 1.809
6 O -1.40093 -1.56244 -1.55606  S5 1.409
7 O -1.62458 -2.06638 0.91003  S5 1.481
8 C 0.67810 -1.30030 0.06770  S5 1.809, C9 1.313, C10 1.479
9 C 1.41967 -1.33613 -1.01540  C8 1.313, H14 1.041, H15 1.044
10 C 0.99172 -1.22529 1.51135  C8 1.479, H16 1.066, H17 1.083, H18 1.034
11 H -0.59805 1.83482 -1.32604  C4 1.056
12 H -1.71947 0.58770 -1.90857  C4 1.061
13 H -2.30114 2.33777 -1.40199  C4 1.144
14 H 0.95317 -1.47649 -1.93594  C9 1.041
15 H 2.45810 -1.41273 -0.93327  C9 1.044
16 H 0.73185 -2.18426 1.89809  C10 1.066
17 H 2.03275 -1.00235 1.71252  C10 1.083
18 H 0.40146 -0.50268 1.95687  C10 1.034

---

For the records above, the corresponding energy relative to the best compared isomer or geometry (same formula, charge and spin) values read 117.8 323.4 kJ/mol.